(1)
# HN3O3S

A 2-piece molecular cluster, HN3O3S overall at a distorted geometry (ωB97M-V/def2-TZVPD, OMol25).

## Properties
highest occupied orbital energy (alpha / beta)	1.344 / 1.450	eV
gap between HOMO and LUMO (alpha / beta)	0.2161 / 0.2094	hartree
net charge	-2
LUMO (alpha / beta)	0.266 / 0.263	Eh

XYZ file:
```
8
HN3O3S, DFT ωB97M-V/def2-TZVPD
S -2.46 -0.05 0.03
O -1.87 1.28 0.48
O -3.55 -0.64 0.88
O -2.86 0.10 -1.45
N 1.03 -0.68 -0.23
N 0.34 -1.70 -0.01
N -0.79 -1.86 0.32
H 0.28 0.09 -0.37
```

---

(2)
# C2H5NO2S

C2H5NO2S as an isolated structure at a distorted geometry (ωB97M-V/def2-TZVPD, OMol25).

## Properties
highest occupied orbital energy	-10.286	eV
gap between HOMO and LUMO	0.3783	hartree
LUMO	0.000	Eh

XYZ file:
```
11
C2H5NO2S, DFT ωB97M-V/def2-TZVPD
S -1.48 -0.58 1.10
O -0.24 -0.22 2.38
O -2.83 -0.13 1.20
N -0.68 -0.45 -0.32
C 1.34 0.56 -1.34
C 0.42 0.17 -0.24
H 1.10 0.04 -2.36
H 1.01 1.68 -1.34
H 0.78 0.31 0.84
H -1.72 -1.90 1.07
H 2.30 0.51 -0.98
```

---

(3)
# CH14N2O5

A 6-piece molecular cluster, CH14N2O5 overall at a distorted geometry (ωB97M-V/def2-TZVPD, OMol25).

## Properties
highest occupied orbital energy	-9.508	eV
gap between HOMO and LUMO	0.3651	hartree
structure (SMILES)	[H]/N=C/N.O.O.O.O.O
LUMO	0.016	Eh

XYZ file:
```
22
CH14N2O5, DFT ωB97M-V/def2-TZVPD
O 0.34 -0.05 2.94
O 1.54 -2.05 1.06
O 0.42 0.97 -3.78
O 1.24 1.82 -0.85
O -0.27 2.00 1.47
N -0.81 -1.18 -1.37
N -2.07 -1.34 0.46
C -1.16 -0.64 -0.14
H 0.73 -1.83 0.78
H -0.27 1.00 -4.41
H 1.48 -3.01 1.17
H -2.18 -1.24 1.41
H 0.77 1.77 -3.45
H -0.37 -0.70 2.81
H 0.83 1.88 0.04
H 0.02 1.20 2.08
H -0.82 -0.42 -2.19
H -1.31 -2.08 -1.63
H 1.71 0.96 -0.84
H -0.29 2.80 1.94
H -0.70 0.30 0.20
H 1.16 -0.56 2.60
```

---

(4)
# C8H18OSi

A 2-piece molecular cluster, C8H18OSi overall at a distorted geometry (ωB97M-V/def2-TZVPD, OMol25).

## Properties
highest occupied orbital energy (alpha / beta)	-8.200 / -8.199	eV
gap between HOMO and LUMO (alpha / beta)	0.3076 / 0.3076	hartree
LUMO (alpha / beta)	0.006 / 0.006	Eh

XYZ file:
```
28
C8H18OSi, DFT ωB97M-V/def2-TZVPD
Si 0.04 0.21 0.30
O -0.21 -0.42 1.87
C -1.58 0.86 -0.53
C 0.29 -3.26 -1.38
C 2.69 1.15 0.69
C -0.67 -1.70 2.11
C -2.71 -0.17 -0.89
C 1.18 1.66 0.60
C 0.68 -2.03 -1.49
C 0.89 2.86 -0.40
H -3.56 0.44 -1.36
H 0.13 -2.41 2.05
H 1.01 2.08 1.58
H -2.92 -0.76 -0.01
H 1.17 -1.73 -2.45
H -2.02 1.60 0.06
H 1.83 3.51 -0.44
H 3.10 0.87 -0.24
H 3.21 1.97 1.21
H 0.06 3.50 -0.17
H -1.45 1.34 -1.49
H -0.19 -3.44 -0.47
H -1.04 -1.74 3.12
H -1.47 -2.02 1.45
H 0.37 -4.18 -1.97
H 0.67 2.50 -1.36
H 2.82 0.18 1.18
H -2.34 -0.86 -1.56
```

---

(5)
# C5H7N

An isolated molecule of C5H7N (ωB97M-V/def2-TZVPD, OMol25).

## Properties
highest occupied orbital energy	-9.193	eV
gap between HOMO and LUMO	0.3802	hartree
structure (SMILES)	C#CCN1CC1
LUMO	0.042	Eh

XYZ file:
```
13
C5H7N, DFT ωB97M-V/def2-TZVPD
N -0.56 0.32 0.81
C 2.61 -0.49 -0.52
C 0.51 1.03 0.10
C -1.80 0.11 0.08
C 1.67 0.20 -0.22
C -0.90 -1.02 0.37
H -0.34 -1.44 -0.45
H -2.72 0.27 0.65
H -1.84 0.46 -0.95
H -1.13 -1.72 1.18
H 3.45 -1.10 -0.78
H 0.13 1.47 -0.84
H 0.82 1.87 0.73
```

---

(6)
# C7H10

An isolated molecule of C7H10 (ωB97M-V/def2-TZVPD, OMol25).

## Properties
highest occupied orbital energy	-7.920	eV
gap between HOMO and LUMO	0.2979	hartree
LUMO	0.007	Eh

XYZ file:
```
17
C7H10, DFT ωB97M-V/def2-TZVPD
C 2.62 0.33 -0.15
C -2.13 0.94 0.53
C 0.22 0.10 0.03
C -2.33 2.13 0.45
C 1.48 -0.62 0.16
C -0.82 -0.70 -0.64
C -1.98 -0.54 0.37
H 3.58 -0.19 -0.03
H 1.52 -1.53 -0.47
H 2.57 1.21 0.50
H -0.54 -1.74 -0.93
H -2.56 3.17 0.45
H -1.70 -1.12 1.26
H 2.55 0.67 -1.19
H -1.11 -0.16 -1.55
H 1.50 -0.92 1.22
H -2.92 -0.98 0.03
```

---

(7)
# C2H4NO2

An isolated ion of composition C2H4NO2 and charge -1 at a distorted geometry (ωB97M-V/def2-TZVPD, OMol25).

## Properties
2S+1	3
highest occupied orbital energy (alpha / beta)	-1.079 / -1.601	eV
gap between HOMO and LUMO (alpha / beta)	0.1886 / 0.1990	hartree
net charge	-1
LUMO (alpha / beta)	0.149 / 0.140	Eh
expectation value of S²	2.016

XYZ file:
```
9
C2H4NO2, DFT ωB97M-V/def2-TZVPD
O 1.25 0.56 -2.23
O -0.05 -0.39 1.93
N 1.01 -0.26 -1.28
C -0.27 0.53 0.86
C -0.26 -0.22 -0.64
H -0.52 -1.14 -0.25
H -0.87 -0.73 2.26
H 0.58 1.27 0.66
H -0.88 0.38 -1.32
```

---

(8)
# C13H20MoNOS9Sb

C13H20MoNOS9Sb as an isolated structure at a distorted geometry (ωB97M-V/def2-TZVPD, OMol25).

## Properties
2S+1	2
highest occupied orbital energy (alpha / beta)	-2.571 / -2.649	eV
gap between HOMO and LUMO (alpha / beta)	0.1432 / 0.1459	hartree
net charge	-1
LUMO (alpha / beta)	0.049 / 0.049	Eh
expectation value of S²	0.830

XYZ file:
```
46
C13H20MoNOS9Sb, DFT ωB97M-V/def2-TZVPD
Sb 2.14 -2.43 3.86
Mo -0.10 0.93 -0.45
S 2.12 0.12 2.57
S 1.47 -0.02 0.72
S 1.13 1.96 -2.83
S 3.23 -0.41 -0.69
S 1.05 3.33 1.01
S 4.19 -3.18 3.13
S 2.39 -1.64 6.01
S -2.16 0.79 1.11
S -1.63 -0.66 -2.08
O 1.36 -1.82 0.72
N 1.31 -2.20 -0.59
C 2.23 -1.57 -1.46
C -0.66 1.75 -2.93
C -3.20 -0.09 -1.33
C 0.52 -3.65 -2.26
C 0.46 -3.20 -0.99
C 1.26 3.51 -1.80
C 2.26 -2.01 -2.77
C -1.26 0.47 -3.49
C 1.44 -3.05 -3.19
C -1.72 2.54 1.58
C 0.27 3.61 -0.63
C -0.28 2.67 2.12
C -3.17 1.12 -0.39
H -0.16 -4.43 -2.57
H -3.92 0.09 -2.13
H -0.23 -3.56 -0.23
H -0.28 3.34 2.98
H 0.11 1.70 2.46
H -0.33 4.52 -0.62
H 2.96 -1.52 -3.44
H -0.34 2.68 -0.64
H -1.21 2.68 -3.09
H -1.89 3.14 0.68
H -2.16 0.64 -4.07
H 2.30 3.47 -1.46
H -0.55 -0.12 -4.07
H 1.15 4.36 -2.48
H 1.49 -3.41 -4.21
H -3.52 -0.98 -0.78
H -4.19 1.35 -0.08
H -2.42 2.87 2.35
H -0.68 1.49 -1.89
H -2.74 1.99 -0.89
```

---

(9)
# C3H8NO2

An isolated ion of composition C3H8NO2 and charge +1 at a distorted geometry (ωB97M-V/def2-TZVPD, OMol25).

## Properties
highest occupied orbital energy	-13.726	eV
gap between HOMO and LUMO	0.3616	hartree
net charge	+1
LUMO	-0.143	Eh

XYZ file:
```
14
C3H8NO2, DFT ωB97M-V/def2-TZVPD
O -1.89 -0.86 0.49
O 0.26 1.92 -0.31
N 0.98 0.06 0.72
C -1.08 -0.19 -0.36
C 0.89 -1.04 -0.36
C -0.21 0.80 0.39
H 1.00 -0.27 1.69
H 1.71 0.76 0.63
H -1.10 -0.10 -1.48
H -2.33 -1.61 0.09
H 1.34 -0.65 -1.29
H 1.06 -1.98 -0.17
H -0.64 1.25 1.30
H 0.01 1.90 -1.32
```

---

(10)
# C4H10N2O

An isolated molecule of C4H10N2O at a distorted geometry (ωB97M-V/def2-TZVPD, OMol25).

## Properties
highest occupied orbital energy	-9.323	eV
gap between HOMO and LUMO	0.3732	hartree
structure (SMILES)	CCCNC(N)=O
LUMO	0.031	Eh

XYZ file:
```
17
C4H10N2O, DFT ωB97M-V/def2-TZVPD
O 2.29 -2.27 1.17
N 2.45 -0.69 -0.49
N 0.75 -0.65 1.08
C 1.89 -1.26 0.61
C -0.02 0.43 0.54
C -1.49 0.18 0.20
C -1.93 1.02 -1.00
H -1.34 0.82 -1.90
H -1.75 -0.87 0.06
H 0.44 0.88 -0.36
H -2.14 0.46 1.04
H 1.90 -0.24 -1.20
H 3.35 -0.99 -0.79
H -2.99 0.82 -1.15
H -1.86 2.10 -0.84
H 0.08 1.33 1.15
H 0.36 -1.08 1.89
```

---

So what do the calculations give for energy relative to the best compared isomer or geometry (same formula, charge and spin)? Going down the list: 255.1, 437.8, 134.8, 360.7, 325.4, 565.8, 182.9, 1145.3, 435.2, 56.1 kJ/mol.
So what do the calculations give for E_tot? Going down the list: -21460.0365, -18571.0319, -14481.0962, -18509.4365, -6785.1403, -7415.1708, -7718.6315, -123245.1085, -8815.4416, -9338.4060 eV.